81
Properties=species:S:1:pos:R:3:forces:R:3:mulliken_charge:R:1 method="wB97M-V/def2-TZVPD" molar_mass_g_mol=709.84 energy_ha=-2910.4038 total_charge=+4 lumo_ha="-0.474 / -0.515" homo_lumo_gap_ev="6.3 / 5.0" relative_energy_kj_mol=0.00 spin_multiplicity=4
Re -0.72324 -0.43351 -0.30015 2.09 -0.50 1.25 1.97
P -2.41112 -0.83766 -1.78878 -2.15 1.05 -2.06 1.09
P -0.02932 -2.51785 0.55756 0.29 -3.64 1.10 0.20
P 0.94598 -0.58405 -2.02349 1.30 -0.35 -1.54 0.70
H 0.23175 1.52601 1.37232 0.03 -0.15 -0.22 0.29
C 0.31599 1.31629 0.30412 -1.17 1.13 -1.22 -0.90
C -0.81336 1.67294 -0.55819 -0.28 1.38 0.46 -0.95
H -1.70033 2.11388 -0.09055 0.51 0.31 -0.41 0.35
C -4.15679 -0.65332 -1.27363 0.06 0.09 0.16 -1.49
C -2.49544 -2.56509 -2.40587 0.57 -0.13 0.37 -1.41
C -2.43072 0.15687 -3.32598 -0.03 -0.08 0.08 -1.39
C 1.42249 -2.41910 1.67554 0.11 0.52 0.05 -1.19
C -1.22781 -3.47842 1.55716 -0.02 -0.09 0.13 -0.95
C 0.49033 -3.83929 -0.60211 0.01 -0.10 -0.14 -1.29
C 1.29175 0.93114 -3.00350 -0.11 0.16 0.16 -1.41
C 0.79191 -1.80914 -3.38369 0.02 -0.06 0.08 -1.54
C 2.61646 -0.96756 -1.35595 0.02 0.17 0.05 -1.35
H 1.32988 1.41303 -0.09150 -0.27 -0.09 0.08 0.41
H -0.60434 2.04337 -1.56188 -0.20 -0.02 0.22 0.46
H -4.31438 0.30381 -0.76230 -0.03 -0.13 -0.15 0.31
H -4.45065 -1.48139 -0.61714 0.03 0.15 -0.19 0.37
H -4.78924 -0.68376 -2.17125 0.10 0.00 0.28 0.71
H -2.66279 -3.25177 -1.56648 0.01 0.05 -0.21 0.35
H -1.58502 -2.85546 -2.93874 -0.25 0.02 0.11 0.31
H -3.34606 -2.64721 -3.09545 0.13 0.16 0.18 0.57
H -2.49551 1.21993 -3.06597 0.02 -0.18 -0.07 0.41
H -3.32325 -0.11429 -3.90582 0.27 0.08 0.05 0.59
H -1.54138 -0.01202 -3.94381 -0.22 0.06 0.15 0.29
H 1.66644 -3.42516 2.04099 -0.16 0.15 -0.17 0.51
H 1.20890 -1.77402 2.53351 0.22 -0.17 -0.16 0.41
H 2.28761 -2.01114 1.14358 -0.15 -0.11 0.21 0.27
H -0.78185 -4.44327 1.83326 -0.10 0.23 -0.03 0.71
H -2.13313 -3.67523 0.97036 0.18 -0.01 0.10 0.28
H -1.49895 -2.94533 2.47551 0.12 -0.20 -0.24 0.00
H 0.69039 -4.74998 -0.02115 -0.03 0.24 -0.08 0.62
H 1.40222 -3.57409 -1.14554 -0.24 -0.10 0.12 0.43
H -0.31227 -4.06080 -1.31502 0.20 0.03 0.14 0.38
H 2.09290 0.71667 -3.72503 -0.25 -0.08 0.21 0.55
H 1.62639 1.75173 -2.35921 -0.13 -0.11 -0.09 0.32
H 0.40150 1.25088 -3.55757 0.19 -0.06 0.13 0.32
H 1.71152 -1.79398 -3.98520 -0.22 0.06 0.16 0.56
H -0.05002 -1.55702 -4.03728 0.20 -0.06 0.11 0.43
H 0.65810 -2.82423 -2.99883 0.01 0.24 -0.17 0.35
H 3.36876 -0.88342 -2.15152 -0.29 -0.14 0.09 0.46
H 2.66287 -1.97735 -0.93672 0.06 0.25 -0.16 0.30
H 2.87645 -0.24400 -0.57561 -0.02 -0.14 -0.03 0.37
C 5.78482 3.09845 -1.86560 -0.23 -0.94 -0.23 1.06
C 7.00854 3.01204 -1.17414 1.18 0.54 0.84 -0.41
C 7.61958 4.16850 -0.69479 0.05 -1.33 -0.12 -0.56
C 7.03206 5.42382 -0.91899 0.03 0.06 0.04 -0.36
C 5.83222 5.51393 -1.64352 -0.99 -0.59 -0.67 -0.51
C 5.21964 4.36140 -2.12587 -0.27 1.39 -0.01 -0.39
S 4.94358 1.67432 -2.40256 0.66 0.75 0.35 -0.04
H 5.76758 0.73770 -1.86296 -0.08 0.36 -0.17 0.24
H 7.45858 2.03332 -1.01492 0.03 0.29 0.05 0.32
H 8.55845 4.09269 -0.14110 -0.31 0.03 -0.23 0.41
H 7.50612 6.32559 -0.53526 -0.07 -0.17 -0.09 0.44
H 5.37257 6.48531 -1.83105 0.18 -0.29 0.03 0.41
H 4.29517 4.41297 -2.70043 0.21 0.16 0.14 0.39
C -4.55963 0.48337 3.64744 -1.06 0.59 0.12 -0.80
N -4.03091 -0.88756 3.42007 2.27 1.96 -0.81 0.45
C -2.94119 -1.17630 4.37871 0.07 -0.88 1.37 -0.88
N -1.89395 -0.12534 4.37883 -0.93 0.30 -0.94 0.21
C -2.49294 1.22017 4.55024 -0.06 -0.06 -0.09 -0.81
N -3.50902 1.51410 3.51520 0.59 -1.36 -0.36 0.27
C -2.95089 1.58267 2.15316 -0.15 0.18 -0.07 -1.51
P -2.10732 -0.01403 1.63175 -0.18 0.29 0.69 0.77
C -3.61358 -1.07343 2.03503 -0.73 -0.78 0.40 -1.13
C -1.05326 -0.16530 3.19319 -0.35 -0.66 0.15 -1.37
H -4.96019 0.55097 4.66903 0.01 -0.14 -0.39 0.36
H -5.34286 0.68631 2.90508 0.09 -0.15 0.33 0.37
H -2.48267 -2.14116 4.11645 -0.23 0.32 0.26 0.45
H -3.37656 -1.22818 5.38838 0.15 -0.03 -0.38 0.32
H -1.68688 1.96131 4.48142 -0.25 -0.13 0.19 0.39
H -2.98825 1.26966 5.52914 0.24 0.05 -0.23 0.36
H -3.75364 1.79865 1.43361 0.14 0.03 0.21 0.39
H -2.22366 2.40108 2.08657 -0.14 -0.06 0.12 0.57
H -3.40149 -2.13118 1.83633 0.01 0.27 0.21 0.37
H -4.43339 -0.77843 1.36176 0.34 0.13 0.27 0.54
H -0.34485 0.68122 3.21364 -0.32 -0.31 -0.06 0.45
H -0.46542 -1.09526 3.16316 -0.33 0.36 0.16 0.44